No. 1
DFT (wB97M-V/def2-TZVPD) results for a molecular structure, C2H42CaO21 at a distorted geometry.

Last column: Mulliken charge in e.
Atoms and positions in Å:
1 Ca 1.455217 -1.970058 -0.596927  1.2479
2 O -0.610335 -0.864757 -1.118286  -0.0340
3 C -0.564558 -0.646317 0.323391  0.9986
4 C 0.163506 0.637862 0.534889  3.0272
5 O 1.443522 0.441145 -0.087661  -0.2467
6 H -0.171765 -1.534871 0.818893  0.5308
7 H -1.585849 -0.585164 0.644573  -2.1388
8 H 0.263349 0.638784 1.581457  -1.3271
9 H -0.320896 1.582724 0.220942  -0.0736
10 O -1.805822 3.046657 -1.860264  -0.6637
11 H -1.069965 2.535749 -1.662890  0.2930
12 H -2.079402 2.525628 -2.616396  0.3466
13 O 2.784650 -2.063350 1.651904  -0.6133
14 H 3.021951 -1.133432 1.835443  0.3192
15 H 2.690214 -2.366962 2.582445  0.2870
16 O 1.370232 -0.474269 3.464572  -0.7377
17 H 0.960040 -1.286326 3.583449  0.1981
18 H 0.816321 -0.050168 2.814364  -0.4098
19 O 0.673507 1.816275 -2.230818  -0.9336
20 H 0.717161 1.319500 -1.393406  0.4960
21 H 0.138601 1.225891 -2.737712  0.5052
22 O 3.375483 0.702834 1.644102  -0.8265
23 H 3.169468 1.625654 2.005262  0.4330
24 H 2.641058 0.665669 1.006624  0.0568
25 O -0.813255 -0.207905 -3.482143  -0.8423
26 H -0.640906 -0.411299 -2.563103  0.3274
27 H -1.745318 -0.289799 -3.607280  0.3456
28 O 3.089059 0.509860 -3.179192  -0.6736
29 H 3.788698 0.943562 -3.614886  0.2839
30 H 2.471876 1.205032 -2.790181  0.3287
31 O 3.689219 -1.112469 -1.097098  -0.5776
32 H 4.638274 -1.179792 -0.962495  0.2167
33 H 3.502286 -0.603508 -1.893430  0.3689
34 O -2.986865 1.626524 0.787060  -0.7622
35 H -2.946423 1.253044 -0.067202  0.4329
36 H -2.269274 2.295039 0.825370  0.3398
37 O -2.905264 -2.772783 -1.691585  -0.6677
38 H -2.187453 -2.210899 -1.384407  0.2268
39 H -2.957300 -3.460449 -1.041402  0.3651
40 O -1.244761 3.899109 1.459853  -0.6195
41 H -0.362323 4.070419 1.145918  0.4259
42 H -1.251475 4.348538 2.299316  0.2135
43 O -0.063197 -3.773297 -1.204069  -0.4911
44 H -0.277232 -4.079418 -2.078078  0.2435
45 H -0.578700 -4.249488 -0.545132  0.1474
46 O -0.609530 1.951919 3.481442  -0.6123
47 H -0.811497 2.853575 3.808081  0.2847
48 H -0.486680 2.140052 2.532506  0.4099
49 O -3.776772 -0.921690 1.534497  -0.6596
50 H -3.198177 -0.406355 1.049974  0.2470
51 H -4.579538 -1.059084 1.131675  0.2710
52 O -2.884338 0.327510 -1.564340  -0.7016
53 H -3.479601 -0.354261 -1.849695  0.3196
54 H -2.048297 -0.150973 -1.404354  0.2337
55 O -2.322380 -3.570616 1.134014  -0.6103
56 H -2.692832 -2.673999 1.193703  0.3255
57 H -3.049503 -4.034397 1.458451  0.2539
58 O 1.130198 3.701543 0.327538  -0.7564
59 H 1.471364 3.872380 -0.555530  0.3325
60 H 1.141072 2.748457 0.332259  0.2511
61 O 3.512397 2.556490 -0.768458  -0.5336
62 H 4.028520 2.797805 -1.584360  0.2977
63 H 3.404499 1.648305 -0.820545  0.2533
64 O 0.116690 -4.149005 1.888986  -0.5829
65 H 0.511017 -4.851994 1.403665  0.3007
66 H -0.801971 -4.014380 1.546703  0.3096

Forces on atoms 1 to 2 (eV/Å):
0.3 1.5 0.4
0.6 -1.5 2.2

Values from the calculation:
spin multiplicity	1
relative energy (zero: lowest compared OMol25 entry of this formula, charge and spin)	0.00	kcal/mol


No. 2
DFT (wB97M-V/def2-TZVPD) results for 19 unconnected molecules or ions with the total composition C2H42O18 at a distorted geometry.

Last column: Mulliken charge in e.
Atoms and positions in Å:
1 C 2.552265 0.539692 -2.396996  -1.6424
2 C 1.554687 0.192940 -1.294724  1.4589
3 H 3.487733 0.925259 -1.983227  0.3428
4 H 2.149784 1.302223 -3.059240  0.4447
5 H 2.744014 -0.301891 -3.068339  0.3465
6 H 0.522042 0.210446 -1.633285  -0.2847
7 H 1.765588 -0.786209 -0.875928  0.0382
8 H 1.616280 0.914113 -0.485142  -0.4962
9 H -1.032256 3.964670 0.792240  0.4668
10 H -2.318457 3.934122 -0.030209  0.4392
11 O -1.468975 4.432967 0.053706  -0.8369
12 H -0.461866 -0.697851 3.018426  0.3844
13 H 0.964958 -1.219795 3.114055  0.3728
14 O 0.038875 -1.465742 3.354769  -0.8163
15 H -0.644964 -1.791100 -1.209123  0.3110
16 H -1.310057 -2.061777 0.225440  0.4778
17 O -1.328395 -1.425442 -0.566922  -0.9784
18 H -2.548227 0.721286 -2.698588  0.2824
19 H -1.965667 0.040475 -1.385800  0.3799
20 O -2.161829 0.903692 -1.829326  -0.6463
21 H -4.068806 -3.036412 -0.858792  0.3252
22 H -2.977958 -1.949806 -0.985378  0.4762
23 O -3.959638 -2.085029 -0.971093  -0.7515
24 H 1.450750 -2.034119 1.245529  0.3993
25 H 0.897629 -3.464745 1.460622  0.2936
26 O 1.079400 -2.821138 0.768619  -0.6799
27 H -3.127733 1.969989 -0.784273  0.5122
28 H -3.104187 1.913516 0.717629  0.3088
29 O -3.424197 2.477077 0.000636  -0.8154
30 H 2.152158 0.299041 1.821793  0.3285
31 H 3.186795 -0.900268 1.581876  0.3126
32 O 2.301983 -0.682647 1.974095  -0.6469
33 H -0.595490 3.647632 -1.263007  0.4488
34 H -0.563679 2.214546 -1.881723  0.2922
35 O -0.064082 3.045766 -1.845673  -0.7533
36 H 2.067756 -3.194075 -0.526024  0.4620
37 H 2.910079 -4.162346 -1.395577  0.2920
38 O 2.690589 -3.244439 -1.292150  -0.7245
39 H 4.415433 -0.403861 -0.237341  0.3299
40 H 4.173893 -1.901544 -0.278047  0.3569
41 O 4.499320 -1.188478 0.323241  -0.7624
42 H -1.309439 -0.158809 0.753136  0.3347
43 H -2.607498 -0.122053 1.582530  0.4042
44 O -1.713187 0.303377 1.517816  -0.7978
45 H 1.174280 2.412277 1.863283  0.4167
46 H 2.346962 2.438588 0.798566  0.3156
47 O 2.089524 2.086451 1.687407  -0.7977
48 H -0.750870 2.984729 2.989310  0.2737
49 H -0.994187 1.875869 1.897065  0.4971
50 O -0.615841 2.773800 2.063248  -0.7550
51 H 1.526649 3.094612 -1.253592  0.4528
52 H 2.474431 4.163578 -0.702387  0.2752
53 O 2.403643 3.217899 -0.815980  -0.6737
54 H 0.713204 -1.545824 -3.189477  0.2951
55 H 1.223669 -2.634527 -2.234532  0.4399
56 O 0.388836 -2.290068 -2.658730  -0.7626
57 H -2.534672 -2.694734 2.056253  0.2761
58 H -1.042846 -2.526559 2.427792  0.4380
59 O -1.646745 -2.944892 1.751944  -0.6893
60 H -4.169382 -1.426300 0.588895  0.4213
61 H -4.960635 -0.754546 1.742582  0.2629
62 O -4.091443 -1.083607 1.518121  -0.6756

Forces on atoms 1 to 2 (eV/Å):
-0.3 0.0 -0.3
0.2 0.2 0.1

Values from the calculation:
spin multiplicity	1
relative energy (zero: lowest compared OMol25 entry of this formula, charge and spin)	0.00	kcal/mol


No. 3
DFT (wB97M-V/def2-TZVPD) results for a molecular structure, C2H4AgLiO at a distorted geometry.

Last column: Mulliken charge in e.
Atoms and positions in Å:
1 O -0.349268 -1.238268 -0.049169  -0.6559
2 Ag -2.010604 -1.890896 0.554974  0.9271
3 C -0.037840 -0.012207 -0.605921  -0.1195
4 C 0.350181 1.080589 0.308721  -0.6836
5 H 0.235904 -0.030586 -1.667430  0.5387
6 H 0.486616 0.880416 1.379407  0.3741
7 H 0.888639 1.911447 -0.156889  0.3347
8 Li 1.388493 -1.788163 0.332013  0.9331
9 H -0.952121 1.087667 -0.095705  0.3513

Forces on atoms 1 to 2 (eV/Å):
3.9 2.8 -1.2
-3.8 -1.5 1.2

Values from the calculation:
spin multiplicity	3
<S²>	2.01
charge	+2


For each record above, in turn, the calculated E_tot values are -64194.506; -39615.404; -8366.108 eV.